Entry 1:
# C38H38BF12O5PSiTi

A structure of composition C38H38BF12O5PSiTi (ωB97M-V/def2-TZVPD, the Open Molecules 2025 dataset).

ORCA input file:
```
! wB97M-V def2-TZVPD RIJCOSX def2/J DEFGRID3
* xyz -2 1
Ti -0.274 2.089 -1.065
C -1.760 2.306 6.739
C -2.355 2.967 5.672
C -2.027 2.620 4.370
C -1.086 1.623 4.104
C -0.502 0.964 5.182
C -0.837 1.300 6.488
P -0.735 1.312 2.313
C 0.183 -0.278 2.510
C -0.561 -1.446 2.689
C 0.066 -2.668 2.877
C 1.453 -2.746 2.872
C 2.203 -1.597 2.668
C 1.571 -0.372 2.491
C 0.622 2.506 1.981
C 1.343 3.091 3.032
C 2.274 4.085 2.794
C 2.484 4.502 1.485
C 1.795 3.900 0.449
C 0.838 2.886 0.639
H -2.019 2.570 7.758
H -3.083 3.750 5.852
H -2.500 3.130 3.538
H 0.225 0.181 5.003
H -0.369 0.776 7.314
H -1.645 -1.394 2.662
H -0.529 -3.567 2.997
H 1.945 -3.704 2.992
H 3.285 -1.649 2.631
H 2.159 0.522 2.325
H 1.173 2.771 4.052
H 2.822 4.529 3.618
H 3.192 5.296 1.270
H 1.988 4.255 -0.555
F -5.241 0.092 -0.049
C -4.559 1.233 0.214
F -3.930 1.037 1.380
F -5.491 2.189 0.436
C -3.635 1.618 -0.982
O -4.241 1.776 -2.036
O -2.421 1.706 -0.692
F -2.347 4.355 -1.400
C -1.187 4.083 -0.718
F -1.448 4.579 0.539
F -0.290 5.014 -1.258
C -2.317 3.035 -4.290
C -0.982 2.307 -4.152
O -0.448 2.479 -2.906
C 0.015 2.893 -5.186
F 1.118 2.139 -5.342
F 0.412 4.114 -4.810
F -0.524 3.032 -6.422
C -1.173 0.797 -4.450
F -2.190 0.282 -3.773
F -1.428 0.593 -5.771
F -0.091 0.065 -4.149
H -2.154 4.080 -4.033
H -3.023 2.608 -3.579
H -2.713 2.958 -5.303
C -0.583 -7.241 -0.495
C 0.420 -6.101 -0.672
C 1.446 -6.191 0.466
C 1.141 -6.304 -2.012
C -0.247 -4.724 -0.652
C -1.621 -4.561 -0.484
C -2.229 -3.299 -0.463
C -1.410 -2.208 -0.608
O -1.727 -0.892 -0.597
B -0.520 -0.158 -0.743
O 0.526 -1.124 -0.859
C -0.040 -2.353 -0.771
C 0.563 -3.586 -0.803
H -0.055 -8.198 -0.511
H -1.323 -7.252 -1.298
H -1.113 -7.165 0.456
H 1.922 -7.176 0.478
H 0.961 -6.029 1.431
H 2.227 -5.438 0.357
H 1.627 -7.284 -2.042
H 1.904 -5.542 -2.172
H 0.434 -6.242 -2.842
H -2.257 -5.428 -0.369
H -3.297 -3.182 -0.332
H 1.636 -3.654 -0.928
C 2.633 -0.022 -2.848
Si 2.260 1.499 -1.764
C 3.584 1.223 -0.417
C 2.960 2.940 -2.803
H 3.643 0.098 -3.263
H 1.936 -0.152 -3.676
H 2.610 -0.929 -2.242
H 4.524 0.951 -0.914
H 3.300 0.392 0.235
H 3.762 2.092 0.216
H 4.044 2.991 -2.646
H 2.532 3.916 -2.565
H 2.773 2.761 -3.862
*
```

Values from the calculation:
ΔE to the lowest compared entry with this formula, charge and spin	8.3	kcal per mole
E_HOMO	-0.069	Ha
orbital gap	0.2086	Eh


Entry 2:
# C3H14NO2

A cluster of 3 separate species, C3H14NO2 in total (ωB97M-V/def2-TZVPD, the Open Molecules 2025 dataset).

ORCA input file:
```
! wB97M-V def2-TZVPD RIJCOSX def2/J DEFGRID3
* xyz 1 1
C 0.925 1.089 -0.383
C 1.471 -0.361 -0.489
C 2.979 -0.421 0.002
N -0.511 1.011 -1.002
H 1.468 1.893 -0.987
H 0.845 1.427 0.657
H 0.924 -1.206 -0.077
H 1.415 -0.619 -1.572
H 3.579 -1.368 -0.288
H 3.123 -0.374 1.012
H 3.638 0.343 -0.401
H -1.088 0.266 -0.459
H -0.494 0.675 -1.941
H -1.033 1.978 -1.016
H -1.658 -2.637 2.990
H -2.154 -2.794 1.476
O -2.214 -2.247 2.297
H -3.788 1.865 -0.328
H -4.015 0.621 0.629
O -3.412 0.857 -0.120
*
```

Values from the calculation:
ΔE to the lowest compared entry with this formula, charge and spin	44.9	kcal per mole
E_HOMO	-0.528	Ha
orbital gap	0.3997	Eh


Entry 3:
# C24H39As3F5NO9P2W

A structure of composition C24H39As3F5NO9P2W (ωB97M-V/def2-TZVPD, the Open Molecules 2025 dataset).

ORCA input file:
```
! wB97M-V def2-TZVPD RIJCOSX def2/J DEFGRID3
* xyz 1 4
W -0.214 0.035 -0.304
C -2.394 3.921 2.123
C -1.562 3.584 0.894
O -1.246 4.813 0.216
P 0.076 2.906 1.354
O 0.979 4.182 1.563
O 0.041 2.212 2.770
O 0.618 1.952 0.335
P -2.514 2.442 -0.237
O -1.869 2.924 -1.661
O -3.952 2.715 -0.222
O -1.995 1.043 0.057
H -1.863 4.625 2.767
H -2.638 3.023 2.692
H -3.325 4.377 1.792
H -1.246 4.632 -0.735
H 0.606 4.919 1.040
H 0.051 2.818 3.523
H -2.596 3.254 -2.209
C 1.104 -3.488 -0.960
As -0.562 -2.524 -0.690
C -1.299 -3.579 0.760
C -1.765 -2.966 -2.165
C -1.296 -2.743 -3.627
C -0.628 -4.030 -4.122
C -0.261 -1.614 -3.775
As -0.546 0.153 -2.973
C -2.109 0.854 -3.900
C 0.875 1.108 -3.894
C -2.580 -2.466 -4.431
As -2.754 -2.283 -6.411
C -0.984 -1.774 -7.107
C -2.669 -4.172 -6.932
H 0.891 -4.523 -1.224
H 1.644 -3.469 -0.014
H 1.727 -3.023 -1.719
H -1.133 -4.632 0.532
H -2.365 -3.391 0.860
H -0.798 -3.326 1.691
H -2.638 -2.341 -1.954
H -2.088 -4.002 -2.045
H 0.206 -4.316 -3.480
H -0.238 -3.909 -5.132
H -1.345 -4.853 -4.133
H -0.072 -1.435 -4.831
H 0.695 -1.940 -3.352
H -2.230 0.332 -4.849
H -1.922 1.906 -4.104
H -3.017 0.753 -3.310
H 0.718 1.056 -4.971
H 1.834 0.655 -3.649
H 0.878 2.149 -3.575
H -3.068 -1.576 -4.028
H -3.281 -3.282 -4.221
H -0.748 -0.737 -6.868
H -1.068 -1.843 -8.192
H -0.172 -2.424 -6.784
H -3.480 -4.714 -6.447
H -1.720 -4.642 -6.685
H -2.824 -4.226 -8.009
O 1.826 -0.479 -0.701
N 2.847 0.090 -0.046
C 3.807 0.671 -0.785
C 4.900 1.240 -0.175
C 4.994 1.215 1.210
C 3.985 0.615 1.944
C 2.907 0.050 1.294
H 3.640 0.641 -1.850
H 5.661 1.698 -0.789
H 5.845 1.658 1.707
H 4.011 0.572 3.023
H 2.060 -0.413 1.779
F -2.861 -1.171 6.266
C -2.171 -1.007 5.140
C -0.814 -0.727 5.175
F -0.183 -0.612 6.342
C -0.119 -0.559 3.994
F 1.197 -0.284 4.048
C -0.729 -0.648 2.739
O 0.016 -0.462 1.660
C -2.093 -0.948 2.736
F -2.751 -1.105 1.578
C -2.800 -1.122 3.915
F -4.098 -1.412 3.867
*
```

Values from the calculation:
ΔE to the lowest compared entry with this formula, charge and spin	2.4	kcal per mole
E_HOMO (spin up / spin down)	-0.366 / -0.394	Ha
orbital gap (spin up / spin down)	0.2617 / 0.2874	Eh


Entry 4:
# C3H5N3O

An isolated molecule of C3H5N3O (ωB97M-V/def2-TZVPD, the Open Molecules 2025 dataset).

ORCA input file:
```
! wB97M-V def2-TZVPD RIJCOSX def2/J DEFGRID3
* xyz 0 1
N 0.705 1.642 -0.052
C 0.419 0.249 -0.059
C 1.574 -0.398 -0.226
O 1.374 -1.732 -0.176
N -0.012 -1.945 0.033
C -0.574 -0.758 0.119
N -1.921 -0.602 0.415
H 0.423 2.190 -0.844
H 0.663 2.115 0.833
H 2.148 0.659 -0.273
H -2.386 0.066 -0.187
H -2.413 -1.486 0.415
*
```

Values from the calculation:
structure (SMILES)	Nc1conc1N
ΔE to the lowest compared entry with this formula, charge and spin	100.7	kcal per mole
E_HOMO	-0.342	Ha
orbital gap	0.3680	Eh


Entry 5:
# C2H3NOS

An isolated molecule of C2H3NOS (ωB97M-V/def2-TZVPD, the Open Molecules 2025 dataset).

ORCA input file:
```
! wB97M-V def2-TZVPD RIJCOSX def2/J DEFGRID3
* xyz 0 1
C -1.327 0.596 -0.799
C 0.768 0.024 0.733
N -1.640 1.549 -1.342
O -0.209 -1.756 -1.113
S -0.700 -0.883 -0.039
H 1.381 -0.639 1.275
H 0.348 0.725 1.300
H 1.379 0.384 -0.015
*
```

Values from the calculation:
ΔE to the lowest compared entry with this formula, charge and spin	48.1	kcal per mole
E_HOMO	-0.377	Ha
orbital gap	0.3947	Eh


Entry 6:
# C15H15N6OV

A structure of composition C15H15N6OV (ωB97M-V/def2-TZVPD, the Open Molecules 2025 dataset).

ORCA input file:
```
! wB97M-V def2-TZVPD RIJCOSX def2/J DEFGRID3
* xyz 1 2
V -0.156 0.278 -1.243
N 0.513 2.502 1.263
C -0.432 1.543 1.573
N -1.011 1.617 2.759
C -1.915 0.684 3.000
N -2.530 0.701 4.236
N -2.253 -0.286 2.168
C -1.628 -0.264 0.984
N -0.708 0.646 0.648
C -2.000 -1.330 0.001
C -2.940 -2.317 0.322
C -3.265 -3.301 -0.613
C -2.650 -3.287 -1.856
C -1.734 -2.286 -2.114
N -1.402 -1.322 -1.228
H 0.339 3.347 1.787
H 0.590 2.588 0.258
H -1.946 1.186 4.904
H -2.844 -0.225 4.488
H -3.422 -2.328 1.295
H -3.993 -4.069 -0.367
H -2.879 -4.036 -2.604
H -1.223 -2.227 -3.071
O -1.360 1.210 -1.776
C 1.441 -0.959 -0.536
C 2.309 0.155 -0.873
C 2.758 0.325 -2.186
C 3.633 1.367 -2.503
C 4.068 2.240 -1.507
C 3.625 2.075 -0.196
C 2.747 1.036 0.120
H 1.242 -1.228 0.523
H 1.472 -1.892 -1.137
H 2.433 -0.351 -2.972
H 3.979 1.493 -3.526
H 4.755 3.046 -1.752
H 3.967 2.752 0.583
H 2.419 0.916 1.150
*
```

Values from the calculation:
E_HOMO (spin up / spin down)	-0.394 / -0.394	Ha
orbital gap (spin up / spin down)	0.2366 / 0.2376	Eh


Entry 7:
# H80O40

A cluster of 40 separate species, H80O40 in total (ωB97M-V/def2-TZVPD, the Open Molecules 2025 dataset).

ORCA input file:
```
! wB97M-V def2-TZVPD RIJCOSX def2/J DEFGRID3
* xyz 0 1
H 2.736 4.619 -3.027
H 3.814 4.484 -1.696
O 3.005 5.071 -2.251
H 5.879 1.522 3.256
H 5.316 1.319 1.851
O 5.313 1.987 2.617
H 0.970 5.431 -0.496
H 1.614 4.669 -1.463
O 0.744 4.667 -1.068
H -2.262 -0.377 -4.124
H -2.622 -1.517 -3.288
O -1.806 -1.189 -3.894
H -2.283 3.027 4.285
H -3.349 2.438 3.490
O -2.484 2.255 3.891
H -4.240 -3.144 -2.357
O -4.025 -2.264 -2.505
H 3.734 -5.511 -0.321
O 3.186 -4.727 -0.487
H 0.240 1.529 -2.561
H -0.554 0.465 -3.053
O -0.722 1.334 -2.568
H -4.878 -0.155 1.088
H -6.072 0.185 2.013
O -5.316 0.576 1.683
H -3.726 2.037 -4.557
H -4.236 2.050 -3.096
O -3.554 2.257 -3.657
H 5.252 3.482 -1.161
H 4.133 3.157 -0.026
O 4.330 3.196 -0.870
H -0.240 -3.330 2.071
O -0.526 -4.243 2.438
H -1.906 2.163 -1.851
H -2.566 3.428 -1.993
O -2.795 2.698 -1.520
H 2.231 2.367 -2.901
H 1.293 1.880 -3.760
O 2.191 1.894 -3.710
H -2.839 -0.508 3.859
H -1.269 -0.455 3.862
O -1.965 -0.586 3.283
H -4.090 -4.520 -0.098
H -3.452 -5.530 -1.301
O -3.880 -4.615 -1.064
H -0.494 -1.165 -3.081
H 0.837 -1.310 -3.808
O 0.513 -0.844 -3.056
H 1.092 -4.760 4.598
H 2.200 -3.899 3.878
O 2.061 -4.757 4.252
H 3.582 -0.408 -1.880
O 4.154 -1.162 -1.735
H 2.951 2.827 3.660
H 1.729 3.426 4.236
O 2.620 3.598 4.041
H -3.675 -2.370 2.325
O -4.485 -2.429 1.828
H -1.965 2.206 2.256
H -2.271 0.764 1.837
O -1.819 1.574 1.559
H -3.871 3.750 1.513
H -5.115 4.181 2.227
O -4.555 3.388 2.036
H 2.234 3.453 1.905
H 2.102 3.804 0.493
O 2.756 3.743 1.058
H -1.095 3.212 -6.096
H -0.482 2.038 -5.356
O -0.970 2.306 -6.163
H 3.822 -1.135 -5.476
H 2.361 -0.633 -5.024
O 2.963 -1.369 -4.997
H -0.921 6.546 -0.645
H -1.279 5.720 0.457
O -1.372 6.708 0.223
H -2.591 3.587 0.487
H -1.203 4.068 0.675
O -2.152 4.176 1.144
H 0.889 -3.276 -5.333
H -0.662 -3.386 -4.999
O 0.102 -2.939 -4.715
H 0.722 -1.000 0.124
H -0.205 -0.901 1.512
O 0.646 -0.970 1.136
H 0.921 -3.293 -1.802
H 1.174 -4.058 -0.598
O 0.567 -3.967 -1.328
H -2.641 -4.495 1.215
O -2.673 -5.472 1.009
H 5.376 0.787 -0.700
H 5.094 -0.512 -0.173
O 4.918 0.281 -0.064
H 3.832 -1.886 -2.303
H -4.818 -2.061 -3.154
H -4.559 -3.331 1.474
H 3.793 -4.354 -1.065
H 0.332 -4.711 2.291
H -1.809 -5.766 1.445
O -4.942 0.231 -2.062
H -4.637 0.930 -1.595
H -4.233 -0.500 -2.115
O 4.143 -2.541 3.063
H 4.211 -3.564 3.565
H 4.493 -2.102 3.732
O -2.053 -1.062 -1.176
H -1.310 -1.462 -1.674
H -1.838 -0.154 -0.768
O 2.992 -0.654 5.193
H 2.718 -1.397 5.608
H 4.056 -0.805 5.494
O 1.306 1.851 2.221
H 0.230 1.860 2.021
H 1.524 0.841 2.235
O -0.335 -3.759 5.096
H -0.633 -4.165 4.357
H -0.723 -3.795 5.928
O 2.546 -2.649 1.596
H 2.258 -1.673 1.932
H 3.241 -2.474 1.039
*
```

Values from the calculation:
ΔE to the lowest compared entry with this formula, charge and spin	384.6	kcal per mole
E_HOMO	-0.350	Ha
orbital gap	0.3414	Eh


Entry 8:
# C3H4O3Zn

A structure of composition C3H4O3Zn (ωB97M-V/def2-TZVPD, the Open Molecules 2025 dataset).

ORCA input file:
```
! wB97M-V def2-TZVPD RIJCOSX def2/J DEFGRID3
* xyz 0 1
O -1.668 1.860 0.139
C -1.886 0.725 -0.444
O -2.942 0.107 -0.471
C 1.613 -0.084 0.404
C 0.492 -0.905 0.003
O -0.736 0.193 -0.963
Zn 0.242 1.579 0.137
H 1.903 -0.160 1.460
H 2.468 -0.074 -0.284
H -0.367 -1.411 0.459
H 0.881 -1.830 -0.441
*
```

Values from the calculation:
ΔE to the lowest compared entry with this formula, charge and spin	0.0	kcal per mole
E_HOMO	-0.348	Ha
orbital gap	0.3019	Eh


Entry 9:
# C2H3BrClNO

A structure of composition C2H3BrClNO (ωB97M-V/def2-TZVPD, the Open Molecules 2025 dataset).

ORCA input file:
```
! wB97M-V def2-TZVPD RIJCOSX def2/J DEFGRID3
* xyz 0 1
C 1.492 -1.416 -0.163
C 0.610 1.129 -0.571
N 0.848 1.673 0.454
O 2.018 -0.440 -0.637
Cl 2.114 -2.411 1.019
Br -0.375 1.231 2.610
H -0.111 0.574 -1.033
H 0.445 -1.723 -0.435
H 1.413 2.208 1.002
*
```

Values from the calculation:
ΔE to the lowest compared entry with this formula, charge and spin	83.8	kcal per mole
E_HOMO (spin up / spin down)	-0.303 / -0.303	Ha
orbital gap (spin up / spin down)	0.2703 / 0.2706	Eh


Entry 10:
# CH8N3O

A cluster of 2 separate species, CH8N3O in total (ωB97M-V/def2-TZVPD, the Open Molecules 2025 dataset).

ORCA input file:
```
! wB97M-V def2-TZVPD RIJCOSX def2/J DEFGRID3
* xyz 1 1
N -0.562 0.713 -0.826
C -0.360 -0.579 -0.496
N -0.846 -1.557 -1.242
N 0.505 -0.853 0.498
H -0.041 1.411 -0.330
H -1.170 1.099 -1.610
H -0.849 -2.449 -0.903
H -1.475 -1.249 -2.045
H 0.987 -0.076 0.919
H 0.390 -1.716 1.004
H 0.509 2.499 1.726
H 1.522 1.634 2.447
O 1.076 1.775 1.595
*
```

Values from the calculation:
ΔE to the lowest compared entry with this formula, charge and spin	14.4	kcal per mole
E_HOMO	-0.563	Ha
orbital gap	0.4479	Eh


Entry 11:
# C15H30ClN6O7P2W

A structure of composition C15H30ClN6O7P2W (ωB97M-V/def2-TZVPD, the Open Molecules 2025 dataset).

ORCA input file:
```
! wB97M-V def2-TZVPD RIJCOSX def2/J DEFGRID3
* xyz 3 3
W 0.792 -0.092 0.163
C 4.525 3.615 1.409
N 4.187 2.172 1.356
C 5.173 1.261 1.992
P 2.909 1.669 0.584
O 2.801 0.139 0.359
O 2.753 2.436 -0.783
P 1.717 2.127 -2.047
O 0.687 1.176 -1.391
N 1.066 3.533 -2.416
C -0.349 3.670 -2.825
C 1.898 4.735 -2.638
N 2.575 1.459 -3.211
C 2.756 2.081 -4.544
C 3.354 0.225 -3.032
N 1.382 1.819 1.353
C 1.510 1.521 2.824
C 0.579 3.066 1.184
H 4.626 3.912 2.451
H 3.746 4.216 0.942
H 5.464 3.782 0.885
H 5.277 1.538 3.040
H 6.129 1.369 1.484
H 4.840 0.229 1.920
H -0.909 2.773 -2.571
H -0.411 3.845 -3.899
H -0.781 4.518 -2.297
H 2.942 4.536 -2.398
H 1.533 5.539 -2.001
H 1.830 5.048 -3.679
H 2.096 2.933 -4.667
H 2.513 1.342 -5.304
H 3.791 2.399 -4.662
H 3.108 -0.273 -2.095
H 4.421 0.447 -3.035
H 3.129 -0.455 -3.852
H 2.058 0.595 2.986
H 0.507 1.426 3.234
H 2.021 2.345 3.320
H 0.575 3.390 0.147
H 0.985 3.856 1.817
H -0.440 2.853 1.498
O -1.492 -0.550 3.251
Cl -1.057 -0.985 2.007
O 0.430 -1.266 1.971
O -1.789 -2.001 1.390
O -0.977 0.260 0.989
N -0.742 -3.203 -2.186
C -0.610 -1.931 -1.882
N 0.330 -1.747 -0.934
C 0.833 -3.044 -0.628
C 1.820 -3.461 0.257
C 2.073 -4.820 0.303
C 1.378 -5.735 -0.502
C 0.402 -5.324 -1.389
C 0.155 -3.960 -1.424
H -1.406 -3.563 -2.861
H -1.200 -1.144 -2.327
H 2.380 -2.782 0.887
H 2.831 -5.191 0.980
H 1.614 -6.787 -0.425
H -0.133 -6.027 -2.013
*
```

Values from the calculation:
ΔE to the lowest compared entry with this formula, charge and spin	0.0	kcal per mole
E_HOMO (spin up / spin down)	-0.638 / -0.641	Ha
orbital gap (spin up / spin down)	0.2469 / 0.2669	Eh